Record 1
Entry from OMol25: a 3-piece molecular cluster, C6H9N3 overall (wB97M-V/def2-TZVPD).

Structure (ORCA input):
```
! wB97M-V def2-TZVPD RIJCOSX def2/J DEFGRID3
* xyz 1 2
C -0.93080 1.26886 0.43086
C -1.94061 1.79589 1.32052
N -2.72162 2.20186 2.01515
H -0.12813 2.00597 0.40885
H -1.29121 1.25353 -0.59771
H -0.57245 0.31688 0.82256
C 2.99766 2.39490 -1.23713
C 2.62106 1.03796 -1.59175
N 2.29809 -0.09259 -1.80422
H 3.60198 2.72427 -2.08236
H 3.54759 2.31303 -0.29959
H 2.11275 3.02080 -1.12193
C -1.63194 -3.03303 0.99761
C -1.52906 -4.04344 -0.01871
N -1.47532 -4.78897 -0.87191
H -2.47834 -3.31981 1.62168
H -1.78496 -2.09778 0.45910
H -0.69462 -2.95831 1.54893
*
```

Results
- LUMO energy (alpha / beta) (eV) = -2.98 / -12.21
- E (eV) = -10824.6862
- gap between HOMO and LUMO (alpha / beta) (eV) = 11.738 / 2.219

Record 2
Entry from OMol25: CH4IPS2 as an isolated structure (wB97M-V/def2-TZVPD).

Structure (ORCA input):
```
! wB97M-V def2-TZVPD RIJCOSX def2/J DEFGRID3
* xyz 0 1
C -1.17624 -1.98087 0.37061
P 0.16408 1.45300 0.14929
S 0.24756 -2.11118 -0.42929
S 1.88039 0.95687 -0.95299
I -2.69788 -0.82776 -0.25935
H -1.45844 -2.48104 1.27867
H -0.22878 2.23307 -0.78968
H 0.69052 2.62577 0.68197
H 2.57878 0.13214 -0.04921
*
```

Results
- LUMO energy (eV) = -0.83
- E (eV) = -40159.8806
- relative energy (zero: lowest compared OMol25 entry of this formula, charge and spin) (eV) = 1.662
- gap between HOMO and LUMO (eV) = 7.908

Record 3
Entry from OMol25: one molecule with the formula C5H10N2 (wB97M-V/def2-TZVPD).

Structure (ORCA input):
```
! wB97M-V def2-TZVPD RIJCOSX def2/J DEFGRID3
* xyz 0 1
C 0.19981 -1.18582 0.49008
C -1.01148 1.68308 -1.00829
C 1.07037 -1.92699 -0.43839
C 0.36646 0.25400 0.63652
C -1.02499 0.93019 0.28671
N 1.44188 1.04930 0.45344
N -2.05294 0.89279 1.02484
H 2.23969 0.51469 0.10303
H -1.92698 0.33788 1.87205
H -0.73185 -1.62758 0.82622
H 0.42304 -0.19866 1.79240
H -0.51015 1.09837 -1.78363
H -2.03372 1.90238 -1.31558
H -0.44190 2.60462 -0.88123
H 2.01037 -2.18854 0.07256
H 0.59224 -2.82332 -0.83339
H 1.39014 -1.31640 -1.29737
*
```

Results
- LUMO energy (alpha / beta) (eV) = -0.50 / -0.05
- E (eV) = -8322.8003
- relative energy (zero: lowest compared OMol25 entry of this formula, charge and spin) (eV) = 4.533
- gap between HOMO and LUMO (alpha / beta) (eV) = 7.514 / 8.735

Record 4
Entry from OMol25: a 2-piece molecular cluster, C6H11N2OS overall (wB97M-V/def2-TZVPD).

Structure (ORCA input):
```
! wB97M-V def2-TZVPD RIJCOSX def2/J DEFGRID3
* xyz 1 1
C -2.65492 -1.56124 0.15958
C -3.83356 -1.02974 -0.36797
C -1.63397 -0.54895 0.35302
C 2.81236 -1.06026 -0.04330
C 1.30342 0.89730 0.69537
C 1.91100 0.03470 -0.35364
N -2.08231 0.66870 0.12640
N 0.54115 2.04408 0.34182
O 1.35877 0.16981 -1.54832
S -3.81137 0.74215 -0.30234
H -2.32705 -2.60328 0.19045
H -4.74378 -1.44834 -0.63875
H 3.54789 -0.82281 0.79224
H 3.47502 -1.22796 -0.94411
H 2.27411 -1.94517 0.29675
H 0.58235 0.20772 1.11590
H 2.01350 1.16799 1.43325
H -1.56787 1.55787 0.33573
H 0.78685 2.57880 -0.57349
H 0.41859 2.55076 1.18428
H 1.62982 -0.37214 -2.25287
*
```

Results
- LUMO energy (eV) = -5.17
- E (eV) = -22252.8232
- relative energy (zero: lowest compared OMol25 entry of this formula, charge and spin) (eV) = 3.773
- gap between HOMO and LUMO (eV) = 6.157